one.
10
Properties=species:S:1:pos:R:3 method="wB97M-V/def2-TZVPD" homo_lumo_gap_ev=10.6 smiles=NC[C@@H](F)Cl e_homo_ev=-9.7
C -0.03 0.09 0.81
C -0.49 -0.53 -0.57
H 0.72 1.87 -0.38
H 1.69 0.64 -0.21
H 0.62 -0.70 1.42
H -0.89 0.26 1.45
H -0.91 0.14 -1.15
N 0.87 1.13 0.29
F 0.46 -1.21 -1.15
Cl -2.03 -1.70 -0.51

two.
10
Properties=species:S:1:pos:R:3 method="wB97M-V/def2-TZVPD" homo_lumo_gap_ev=11.0 smiles=NC[C@@H](F)Cl e_homo_ev=-10.1
C 0.08 -0.49 -0.40
C -0.89 0.35 0.25
H 1.92 -0.55 0.74
H 1.47 0.86 0.05
H 0.02 -0.38 -1.43
H -0.14 -1.52 -0.07
H -0.68 0.40 1.31
N 1.53 -0.13 -0.10
F -0.81 1.63 -0.26
Cl -2.51 -0.19 -0.10

Most stable structure - two; separation to the second - 0.0396 hartree.

one.
18
Properties=species:S:1:pos:R:3 method="wB97M-V/def2-TZVPD" homo_lumo_gap_ev=8.6 e_homo_ev=-8.4
C 0.13 1.22 -1.91
C -0.14 0.40 -0.64
C 0.62 1.45 -0.52
C 1.76 1.95 0.24
C -0.66 -2.56 2.17
C -0.31 -1.46 1.27
P -1.27 -0.80 0.07
H 0.69 0.82 -2.78
H -0.63 1.89 -2.38
H -1.96 0.64 -3.02
H 1.84 1.43 1.11
H 1.39 2.90 0.57
H 2.79 2.16 -0.34
H -0.30 -2.37 3.14
H -1.70 -2.94 2.15
H -0.13 -3.51 1.72
H 0.80 -1.07 1.38
H -2.40 0.77 -3.68

two.
18
Properties=species:S:1:pos:R:3 method="wB97M-V/def2-TZVPD" homo_lumo_gap_ev=9.1 e_homo_ev=-8.6
C 0.52 0.85 0.00
C 1.05 -1.47 -0.14
C 2.47 -0.80 0.05
C 0.03 -0.37 -0.66
C -0.52 2.87 -0.25
C -1.40 -0.68 -0.13
P 2.06 0.91 0.61
H 1.32 -2.38 -0.81
H 0.75 -1.75 0.82
H 3.32 -1.39 0.56
H 2.88 -0.73 -0.91
H 0.11 -0.23 -1.79
H -0.65 2.89 0.78
H -1.29 2.63 -0.98
H 0.30 3.26 -0.71
H -1.77 -1.52 -0.63
H -2.06 0.03 -0.38
H -1.37 -0.85 0.91

Most stable structure - two; separation to the second - 0.0270 hartree.

one.
10
Properties=species:S:1:pos:R:3 method="wB97M-V/def2-TZVPD" homo_lumo_gap_ev=9.2 e_homo_ev=-8.9
C 0.05 0.94 -0.12
C -1.16 -0.99 0.67
C -0.65 2.04 0.12
O -0.15 -0.25 0.57
Br -2.74 -0.47 -0.30
H 0.88 0.86 -0.80
H 0.79 -2.91 -0.64
H -0.45 2.95 -0.41
H -1.45 2.05 0.84
H 0.23 -2.78 -0.11

two.
10
Properties=species:S:1:pos:R:3 method="wB97M-V/def2-TZVPD" homo_lumo_gap_ev=10.0 smiles="C=CC=O.Br" e_homo_ev=-10.2
C -1.65 -0.29 0.43
C -0.64 -0.08 -0.42
C 0.77 0.20 -0.01
O 1.23 0.22 1.12
Br 4.17 0.97 -0.45
H -2.60 -0.59 0.10
H -1.43 -0.38 1.58
H -0.66 -0.08 -1.52
H 1.37 0.17 -0.90
H 3.67 0.19 0.68

Most stable structure - two; separation to the second - 0.1102 hartree.

one.
97
Properties=species:S:1:pos:R:3 method="wB97M-V/def2-TZVPD" homo_lumo_gap_ev=6.1 total_charge=+2 e_homo_ev=-12.9
Ta -0.26 0.62 -0.06
S -1.02 -1.56 -0.87
C -0.53 -2.58 0.45
N -0.63 -3.91 0.47
N -1.03 -4.52 -0.57
C -1.17 -5.93 -0.64
C -1.55 -6.46 -1.86
C -1.70 -7.84 -1.97
C -1.46 -8.65 -0.88
C -1.07 -8.10 0.34
C -0.92 -6.73 0.47
N -0.10 -2.07 1.59
N 0.06 -0.79 1.65
C 0.46 -0.40 2.99
C 1.23 -1.28 3.76
C 1.59 -0.92 5.04
C 1.17 0.29 5.58
C 0.39 1.15 4.82
C 0.04 0.80 3.53
H -1.26 -3.99 -1.41
H -1.74 -5.82 -2.71
H -2.00 -8.27 -2.92
H -1.57 -9.72 -0.97
H -0.89 -8.74 1.19
H -0.63 -6.29 1.41
H 1.55 -2.22 3.34
H 2.19 -1.59 5.63
H 1.45 0.57 6.59
H 0.06 2.09 5.24
H -0.61 1.45 2.95
O -0.76 1.44 -6.04
C 0.49 1.56 -5.63
O 1.35 2.06 -6.31
C 0.82 1.09 -4.26
C 2.13 1.05 -3.77
N 2.06 0.87 -2.45
N 0.79 0.79 -2.03
C 0.04 0.92 -3.13
C -1.42 1.01 -2.86
O -2.25 1.11 -3.73
O -1.66 1.02 -1.57
H -1.38 1.13 -5.34
H 3.06 1.18 -4.28
H 2.80 0.79 -1.77
Cl 2.45 -1.47 -0.36
C 3.22 -0.86 1.08
C 4.13 -1.68 1.72
C 4.78 -1.21 2.85
C 4.53 0.07 3.33
C 3.61 0.87 2.67
Cl 3.33 2.47 3.28
C 2.92 0.42 1.54
S 1.84 1.55 0.71
H 4.33 -2.66 1.33
H 5.50 -1.83 3.36
H 5.04 0.45 4.20
C -3.43 0.94 4.52
C -3.38 -0.14 3.44
C -4.04 0.27 2.13
S -3.23 1.69 1.39
O -1.83 1.10 1.03
C -4.13 1.89 -0.16
C -4.54 0.64 -0.94
C -5.99 0.23 -0.70
H -2.98 0.57 5.44
H -4.45 1.24 4.74
H -2.88 1.84 4.24
H -3.91 -1.03 3.78
H -2.35 -0.45 3.25
H -5.07 0.61 2.29
H -4.05 -0.53 1.39
H -3.48 2.56 -0.73
H -4.99 2.49 0.16
H -3.85 -0.17 -0.73
H -4.39 0.87 -2.00
H -6.19 -0.02 0.34
H -6.24 -0.64 -1.31
H -6.67 1.03 -0.99
O 1.62 3.99 -3.89
C 1.45 5.35 -3.55
N 0.10 5.83 -3.70
C -0.88 5.79 -2.76
O -1.96 6.32 -2.90
C -0.62 5.05 -1.47
C -0.84 5.73 -0.28
C -0.72 5.05 0.91
C -0.45 3.69 0.88
N -0.30 3.01 -0.27
C -0.35 3.70 -1.42
H 1.69 3.89 -4.85
H 2.10 5.99 -4.15
H 1.74 5.44 -2.51
H -0.16 6.31 -4.55
H -1.11 6.78 -0.31
H -0.84 5.54 1.86
H -0.34 3.13 1.79
H -0.16 3.16 -2.34

two.
97
Properties=species:S:1:pos:R:3 method="wB97M-V/def2-TZVPD" homo_lumo_gap_ev="6.2 / 6.2" total_charge=+2 e_homo_ev="-12.6 / -12.6"
Ta -0.29 0.27 0.27
S -0.09 -0.64 -1.98
C 0.81 0.66 -2.74
N 1.44 0.60 -3.89
N 1.51 -0.50 -4.53
C 2.19 -0.61 -5.78
C 2.14 -1.84 -6.41
C 2.78 -1.98 -7.63
C 3.45 -0.91 -8.19
C 3.49 0.32 -7.53
C 2.86 0.48 -6.31
N 0.83 1.89 -2.19
N 0.30 2.00 -1.03
C 0.15 3.40 -0.69
C 0.84 3.96 0.37
C 0.66 5.30 0.66
C -0.20 6.07 -0.11
C -0.88 5.50 -1.18
C -0.70 4.16 -1.48
H 1.09 -1.34 -4.15
H 1.61 -2.67 -5.97
H 2.75 -2.94 -8.14
H 3.95 -1.02 -9.15
H 4.02 1.15 -7.97
H 2.88 1.43 -5.79
H 1.51 3.35 0.97
H 1.19 5.75 1.49
H -0.34 7.12 0.12
H -1.54 6.11 -1.79
H -1.20 3.71 -2.32
O 5.51 -1.97 -0.65
C 6.07 -0.76 -0.59
O 7.23 -0.58 -0.83
C 5.20 0.42 -0.27
C 5.72 1.69 -0.26
N 4.71 2.53 0.06
N 3.56 1.91 0.26
C 3.83 0.62 0.06
C 2.77 -0.37 0.17
O 2.87 -1.56 0.00
O 1.56 0.14 0.52
H 4.56 -1.93 -0.45
H 6.72 2.03 -0.45
H 4.76 3.53 0.14
Cl -2.63 1.06 -0.62
C -2.96 2.63 0.13
C -3.96 3.40 -0.42
C -4.20 4.64 0.17
C -3.45 5.05 1.26
C -2.46 4.23 1.78
Cl -1.58 4.76 3.16
C -2.17 2.99 1.21
S -0.97 1.91 1.89
H -4.53 3.05 -1.27
H -4.97 5.28 -0.23
H -3.64 6.01 1.72
C -4.91 -4.32 1.15
C -3.66 -3.51 1.49
C -2.58 -3.74 0.45
S -1.05 -2.92 0.90
O -1.34 -1.47 0.35
C 0.13 -3.63 -0.24
C 0.66 -4.96 0.30
C 1.45 -4.81 1.58
H -5.70 -4.13 1.88
H -4.70 -5.39 1.17
H -5.29 -4.06 0.17
H -3.29 -3.78 2.48
H -3.90 -2.44 1.52
H -2.84 -3.35 -0.53
H -2.32 -4.80 0.34
H 0.94 -2.89 -0.30
H -0.35 -3.71 -1.22
H 1.29 -5.36 -0.49
H -0.16 -5.68 0.41
H 2.31 -4.15 1.44
H 1.83 -5.78 1.90
H 0.86 -4.41 2.40
O -4.03 0.44 2.81
C -3.73 0.59 4.19
N -3.68 -0.65 4.92
C -2.59 -1.43 5.15
O -2.62 -2.41 5.86
C -1.29 -1.08 4.46
C -0.10 -1.14 5.19
C 1.08 -0.87 4.55
C 1.06 -0.57 3.19
N -0.06 -0.56 2.48
C -1.22 -0.79 3.12
H -4.98 0.26 2.72
H -4.46 1.24 4.67
H -2.76 1.08 4.22
H -4.51 -0.96 5.41
H -0.14 -1.40 6.24
H 2.03 -0.88 5.08
H 1.98 -0.35 2.68
H -2.12 -0.72 2.53

Most stable structure - one; separation to the second - 0.0338 hartree.